# 1
This record from the OMol25 dataset describes an isolated ion of composition C6H10N3O3 and charge +1 in a non-equilibrium geometry. The level of theory is wB97M-V/def2-TZVPD.

Last column: Löwdin charge in e.
CARTESIAN COORDINATES (ANGSTROEM)
C 3.447 -1.253 1.206  0.094
N 2.281 -0.921 0.833  -0.021
C 1.514 -1.362 -0.271  -0.141
N 0.628 -0.309 -0.769  0.146
C -0.193 0.342 0.007  -0.157
N -0.349 0.088 1.322  0.239
C 0.634 -0.279 2.022  -0.282
O 1.082 -0.456 3.073  0.234
C -1.138 1.356 -0.747  -0.163
O -0.709 1.105 -2.099  -0.039
C -2.737 1.303 -0.406  -0.250
O -3.421 0.204 -0.744  -0.055
H 3.607 -1.093 2.268  0.100
H 4.078 -2.062 0.759  0.125
H 2.112 -1.512 -1.191  0.152
H 0.902 -2.283 -0.160  0.171
H 0.722 0.047 -1.646  0.107
H -0.764 2.327 -0.552  0.141
H -1.534 0.987 -2.591  0.122
H -3.225 2.257 -0.819  0.155
H -2.613 1.365 0.710  0.127
H -4.323 0.148 -0.205  0.194

Output
Structure (SMILES): C=NC/[NH+]=C(\N=C=O)[C@@H](O)CO
Total energy in eV: -16987.4749
Multiplicity: 1
Relative energy (zero: lowest compared OMol25 entry of this formula, charge and spin) in kJ/mol: 164.0
HOMO-LUMO gap in eV: 10.22
Net charge: +1

# 2
This record from the OMol25 dataset describes C40H99F6N3O17Zr as an isolated structure in a non-equilibrium geometry. The level of theory is wB97M-V/def2-TZVPD.

Last column: Löwdin charge in e.
CARTESIAN COORDINATES (ANGSTROEM)
Zr 15.137 -5.671 10.343  2.252
C 11.660 -6.893 10.394  -0.253
O 11.473 -7.076 8.947  -0.120
O 12.954 -6.354 10.515  -0.231
C 10.389 -6.293 11.036  -0.673
F 10.088 -5.066 10.655  0.178
F 9.333 -7.030 10.906  0.206
F 10.563 -6.265 12.306  0.189
C 10.906 -8.352 8.557  -0.182
C 10.545 -8.382 7.023  -0.047
H 10.006 -9.296 6.772  0.071
H 9.867 -7.619 6.641  0.080
H 11.445 -8.293 6.416  0.045
H 9.897 -8.535 8.927  0.097
H 11.552 -9.186 8.833  0.108
H 11.601 -7.880 10.852  0.163
C 15.730 -7.538 7.328  -0.324
O 16.707 -6.542 7.011  -0.115
O 15.271 -7.027 8.522  -0.251
C 14.793 -8.004 6.131  -0.491
F 14.275 -6.967 5.463  0.157
F 15.599 -8.613 5.204  0.144
F 13.867 -8.870 6.600  0.152
C 17.713 -6.835 6.069  -0.219
C 18.815 -5.733 6.348  -0.053
H 18.560 -4.674 6.390  0.069
H 19.373 -5.858 7.276  0.066
H 19.528 -5.706 5.524  0.078
H 17.482 -6.685 5.015  0.120
H 18.033 -7.867 6.206  0.127
H 16.323 -8.391 7.658  0.158
C 11.061 -12.509 6.256  -0.204
O 10.191 -13.554 6.385  -0.088
H 10.714 -11.568 6.683  0.055
H 12.033 -12.729 6.698  0.076
H 11.206 -12.307 5.195  0.071
H 10.292 -14.136 5.628  0.092
C 7.075 -6.204 7.958  -0.147
O 6.068 -6.681 8.812  -0.135
H 7.719 -5.504 8.490  0.062
H 7.609 -7.114 7.684  0.068
H 6.488 -5.790 7.138  0.092
H 6.409 -7.427 9.312  0.016
C 13.154 -7.304 14.350  -0.108
O 14.588 -7.352 14.348  -0.118
H 12.743 -6.677 15.142  0.082
H 12.820 -6.892 13.398  0.050
H 12.818 -8.339 14.396  0.098
H 14.939 -6.605 13.856  0.042
C 7.371 -5.551 13.279  -0.142
O 5.980 -5.949 13.415  -0.101
H 7.731 -5.174 14.236  0.071
H 8.021 -6.325 12.871  0.045
H 7.537 -4.703 12.615  0.074
H 5.573 -5.555 12.639  0.070
C 14.414 -10.568 9.825  -0.130
O 14.417 -10.483 11.233  -0.116
H 13.471 -10.079 9.578  0.073
H 15.278 -10.089 9.363  0.075
H 14.411 -11.568 9.391  0.103
H 14.220 -11.359 11.573  0.108
O 9.201 -2.448 10.037  -0.052
H 9.327 -3.299 9.617  -0.005
H 8.251 -2.342 10.081  0.041
O 13.821 -3.757 10.987  -0.087
H 14.084 -3.068 11.597  0.093
H 13.096 -3.374 10.492  0.103
O 15.281 -7.840 11.363  -0.090
H 15.215 -8.727 11.010  0.039
H 15.456 -7.964 12.295  0.067
O 12.221 -5.270 7.188  -0.001
H 11.901 -6.092 7.560  0.017
H 12.490 -5.498 6.298  0.068
O 14.201 -4.574 8.504  -0.124
H 13.298 -4.596 8.188  0.016
H 14.662 -4.017 7.877  0.111
C 11.448 -3.905 14.182  -0.045
C 11.051 -2.791 15.188  -0.483
C 10.688 -3.566 16.486  -0.119
C 10.568 -2.627 17.733  -0.162
C 11.931 -1.941 17.853  -0.145
C 12.288 -1.050 16.616  -0.475
N 12.208 -1.901 15.397  -0.117
O 12.500 -1.278 14.209  -0.015
C 11.334 0.165 16.629  -0.036
C 13.702 -0.438 16.804  -0.040
C 9.827 -2.059 14.649  -0.011
H 11.681 -3.477 13.207  0.056
H 10.684 -4.659 13.992  0.074
H 12.382 -4.353 14.521  0.067
H 9.821 -4.223 16.558  0.117
H 11.484 -4.254 16.768  0.105
H 10.501 -3.128 18.699  0.115
H 9.816 -1.840 17.690  0.103
H 12.666 -2.736 17.976  0.117
H 11.887 -1.272 18.713  0.123
H 10.279 -0.103 16.694  0.059
H 11.511 0.794 17.501  0.091
H 11.552 0.768 15.748  0.089
H 14.452 -1.227 16.769  0.074
H 13.951 0.238 15.987  0.076
H 13.899 0.052 17.758  0.090
H 8.970 -2.721 14.523  0.082
H 10.103 -1.731 13.647  0.080
H 9.518 -1.177 15.210  0.075
H 13.327 -1.707 13.979  0.089
C 11.014 -6.091 0.708  -0.048
C 11.431 -7.509 1.088  -0.443
C 12.172 -7.342 2.484  -0.123
C 12.251 -8.640 3.282  -0.188
C 10.863 -9.284 3.434  -0.120
C 10.086 -9.533 2.092  -0.524
N 10.170 -8.300 1.284  -0.134
O 9.426 -8.434 0.150  0.003
C 10.714 -10.692 1.343  -0.030
C 8.673 -9.938 2.399  -0.033
C 12.422 -8.116 -0.004  -0.010
H 11.906 -5.465 0.714  0.084
H 10.580 -6.080 -0.292  0.086
H 10.268 -5.712 1.408  0.089
H 13.201 -7.046 2.281  0.113
H 11.775 -6.546 3.116  0.109
H 12.877 -9.438 2.883  0.110
H 12.756 -8.461 4.231  0.063
H 10.350 -8.579 4.088  0.103
H 10.911 -10.270 3.896  0.095
H 11.729 -10.487 1.004  0.067
H 10.121 -10.953 0.467  0.093
H 10.868 -11.490 2.070  0.087
H 8.622 -10.787 3.081  0.091
H 8.084 -10.131 1.502  0.090
H 8.225 -9.059 2.862  0.092
H 11.847 -8.543 -0.826  0.073
H 13.074 -7.339 -0.404  0.082
H 13.031 -8.946 0.352  0.064
H 9.922 -9.045 -0.400  0.079
C 8.973 -10.853 11.414  -0.051
C 7.775 -11.178 10.529  -0.430
C 7.274 -12.516 11.123  -0.161
C 5.858 -12.913 10.771  -0.174
C 4.926 -11.739 11.140  -0.133
C 5.244 -10.408 10.436  -0.434
N 6.692 -10.094 10.700  -0.115
O 7.162 -8.848 10.424  -0.041
C 5.005 -10.553 8.913  -0.039
C 4.235 -9.282 10.965  -0.006
C 8.115 -11.339 9.014  -0.007
H 8.785 -10.785 12.486  0.085
H 9.452 -9.898 11.201  0.051
H 9.637 -11.717 11.410  0.087
H 7.864 -13.360 10.768  0.122
H 7.413 -12.550 12.203  0.117
H 5.551 -13.783 11.352  0.119
H 5.826 -13.150 9.707  0.103
H 4.990 -11.556 12.212  0.121
H 3.941 -12.131 10.889  0.125
H 5.048 -11.526 8.424  0.074
H 4.049 -10.182 8.543  0.082
H 5.718 -9.929 8.373  0.073
H 4.308 -9.177 12.047  0.079
H 4.353 -8.303 10.500  0.067
H 3.224 -9.596 10.703  0.084
H 7.223 -11.717 8.514  0.065
H 8.947 -12.004 8.783  0.079
H 8.279 -10.377 8.528  0.061
H 7.182 -8.484 11.312  0.110

Output
Total energy in eV: -99923.1244
Multiplicity: 1
HOMO-LUMO gap in eV: 1.26
Net charge: +2

# 3
This record from the OMol25 dataset describes an isolated ion of composition C22H34N3O and charge +1. The level of theory is wB97M-V/def2-TZVPD.

Last column: Löwdin charge in e.
CARTESIAN COORDINATES (ANGSTROEM)
C 2.694 3.224 -5.379  -0.109
C 1.996 2.013 -4.774  -0.274
C 2.858 1.350 -3.702  -0.218
C 2.191 0.118 -3.092  -0.135
C 1.032 0.446 -2.195  -0.200
N 0.819 1.706 -1.949  0.175
C -0.224 2.107 -1.207  -0.198
C -0.430 3.488 -1.014  0.011
C -1.516 3.929 -0.309  -0.060
C -2.441 3.015 0.217  -0.065
C -2.259 1.667 0.061  -0.050
C -1.137 1.179 -0.638  -0.101
C -0.842 -0.192 -0.845  -0.127
N -1.694 -1.170 -0.248  0.164
C -1.835 -1.389 1.048  -0.437
O -2.602 -2.201 1.549  0.077
C -0.930 -0.597 2.022  -0.012
N -1.356 -1.028 3.364  -0.136
C -2.115 0.008 4.110  -0.162
C -3.087 -0.613 5.100  -0.045
C -0.275 -1.644 4.170  -0.161
C 0.137 -2.998 3.618  -0.036
C 0.218 -0.588 -1.629  -0.086
C 0.508 -2.048 -1.848  -0.130
C 1.049 -2.756 -0.597  -0.229
C 2.305 -2.093 -0.045  -0.094
H 3.634 2.933 -5.842  0.073
H 2.904 3.964 -4.612  0.072
H 2.068 3.685 -6.139  0.070
H 1.779 1.289 -5.564  0.110
H 1.049 2.323 -4.330  0.094
H 3.807 1.045 -4.148  0.117
H 3.068 2.071 -2.913  0.110
H 1.841 -0.532 -3.899  0.124
H 2.930 -0.442 -2.513  0.115
H 0.280 4.169 -1.454  0.120
H -1.681 4.986 -0.169  0.111
H -3.311 3.384 0.740  0.109
H -2.999 0.972 0.438  0.114
H -2.244 -1.753 -0.870  0.186
H -1.048 0.478 1.885  0.128
H 0.113 -0.853 1.831  0.136
H -2.058 -1.795 3.092  0.146
H -1.405 0.668 4.613  0.142
H -2.684 0.594 3.386  0.132
H -3.676 0.173 5.561  0.093
H -3.769 -1.291 4.591  0.092
H -2.582 -1.154 5.895  0.077
H 0.572 -0.954 4.198  0.143
H -0.646 -1.772 5.187  0.124
H -0.721 -3.662 3.548  0.095
H 0.861 -3.452 4.288  0.095
H 0.598 -2.922 2.637  0.062
H 1.235 -2.163 -2.648  0.109
H -0.410 -2.554 -2.162  0.122
H 0.275 -2.791 0.174  0.079
H 1.279 -3.788 -0.865  0.117
H 2.128 -1.043 0.189  0.071
H 2.642 -2.601 0.857  0.070
H 3.110 -2.144 -0.773  0.077

Output
Structure (SMILES): CCCCc1nc2ccccc2c(NC(=O)C[NH+](CC)CC)c1CCC
Total energy in eV: -29879.2279
Multiplicity: 1
Relative energy (zero: lowest compared OMol25 entry of this formula, charge and spin) in kJ/mol: 8.7
HOMO-LUMO gap in eV: 8.88
Net charge: +1

# 4
This record from the OMol25 dataset describes C11H21AlBrClIO5PdS as an isolated structure in a non-equilibrium geometry. The level of theory is wB97M-V/def2-TZVPD.

Last column: Löwdin charge in e.
CARTESIAN COORDINATES (ANGSTROEM)
C 1.427 -2.001 2.665  -0.075
C 0.055 -1.245 2.868  -0.240
C -0.800 -1.354 1.558  -0.540
Cl -2.534 -1.673 2.038  0.672
C -0.634 -0.147 0.557  -0.424
C -1.563 1.100 0.882  -0.223
O -1.650 1.291 2.305  -0.202
C -2.458 2.479 2.469  -0.079
O 0.646 0.396 0.888  -0.100
Al 1.714 0.517 -0.611  0.306
C 1.631 2.520 -1.059  -0.142
C 2.563 2.976 -2.249  -0.324
C 3.283 1.828 -3.032  -0.628
I 1.951 0.752 -4.387  0.887
O 0.628 -0.691 -1.483  -0.258
C -0.662 -0.569 -1.001  -0.724
Br -1.360 0.953 -2.145  0.824
C -1.702 -1.705 -1.348  -0.263
S -1.016 -3.400 -1.406  0.812
O -2.019 -4.236 -2.237  -0.524
O 0.289 -3.525 -2.070  -0.274
H 2.069 -1.994 3.567  0.086
H 1.162 -3.056 2.394  0.080
H 1.947 -1.596 1.760  0.063
H 0.164 -0.217 3.263  0.117
H -0.492 -1.830 3.650  0.101
H -0.448 -2.282 1.033  0.078
H -1.114 2.043 0.482  0.117
H -2.569 0.883 0.448  0.112
H -3.204 2.343 3.283  0.101
H -1.820 3.384 2.637  0.104
H -3.054 2.706 1.547  0.093
H 3.266 0.173 -0.416  0.045
H 0.598 2.903 -1.239  0.048
H 1.983 3.056 -0.136  0.091
H 3.335 3.708 -1.896  0.125
H 1.919 3.536 -2.967  0.106
H 3.861 1.136 -2.376  0.027
H 4.041 2.313 -3.696  0.058
H -2.141 -1.457 -2.343  0.083
H -2.544 -1.664 -0.606  0.073
H -1.049 -3.977 -0.135  0.103
Pd -3.700 -4.373 -1.455  0.707

Output
Total energy in eV: -133547.8310
Multiplicity: 1
HOMO-LUMO gap in eV: 1.99
Net charge: +1